(1)
The following is a quantum chemistry calculation of 10 unconnected molecules or ions with the total composition C49H75ClF10NO22PS at a distorted geometry, from the Open Molecules 2025 dataset.

Output
maximum force	8.9	eV Å⁻¹
HOMO energy	-8.97	eV
SMILES string	CC(=O)N(C(C)=O)P(Cl)(CCCCC(F)(F)C(F)(F)S(F)(F)(F)(F)F)(COO)[C@H](C)F.O=C1CCCO1.O=C1CCCO1.O=C1CCCO1.O=C1CCCO1.O=C1CCCO1.O=C1CCCO1.O=C1CCCO1.O=C1CCCO1.O=C1CCCO1

Each line ends with the Mulliken charge.
CARTESIAN COORDINATES (ANGSTROEM)
1 C -1.421 1.663 -1.839  -0.243
2 C -0.503 1.307 -0.528  0.078
3 O -1.045 0.374 0.308  -0.623
4 N 0.802 1.882 -0.109  0.752
5 C 0.757 3.092 0.752  0.046
6 C 0.575 4.666 0.316  -0.799
7 O 0.820 2.884 2.099  -0.756
8 P 2.175 1.654 -1.142  0.922
9 Cl 3.892 1.369 -2.434  -0.398
10 C 1.869 -0.254 -1.391  -0.709
11 C 1.805 -1.094 0.023  -0.670
12 C 3.144 -2.066 0.269  -0.348
13 C 3.024 -3.268 -0.836  -0.451
14 C 3.059 -4.798 -0.181  0.476
15 F 3.622 -5.806 -1.134  -0.286
16 F 4.100 -4.703 0.914  -0.328
17 C 1.682 -5.246 0.565  0.771
18 F 2.077 -6.280 1.594  -0.273
19 F 1.028 -4.152 1.357  -0.209
20 S 0.363 -6.028 -0.486  1.140
21 F -0.276 -6.764 0.957  -0.369
22 F -0.648 -4.652 -0.133  -0.344
23 F 0.856 -5.278 -1.938  -0.263
24 F 1.238 -7.471 -0.770  -0.257
25 F -0.947 -6.722 -1.357  -0.311
26 C 3.480 2.134 0.224  -0.914
27 O 3.352 1.337 1.455  -0.121
28 O 4.595 1.085 1.824  -0.352
29 C 1.639 2.990 -2.436  0.460
30 C 1.426 2.231 -3.911  -0.620
31 F 2.721 4.018 -2.644  -0.426
32 H -1.582 2.826 -1.920  0.186
33 H -2.506 1.191 -1.722  0.083
34 H -0.998 1.206 -2.857  0.007
35 H -0.310 4.859 -0.441  0.219
36 H 1.570 5.016 -0.224  0.219
37 H 0.463 5.349 1.282  0.179
38 H 2.796 -0.718 -1.984  0.525
39 H 0.939 -0.463 -2.110  0.050
40 H 1.525 -0.454 0.963  0.438
41 H 0.909 -1.871 -0.109  0.289
42 H 3.053 -2.418 1.394  0.231
43 H 4.155 -1.507 0.083  0.343
44 H 3.958 -3.207 -1.575  0.331
45 H 2.079 -3.071 -1.505  0.139
46 H 4.574 1.894 -0.193  0.668
47 H 3.505 3.312 0.417  0.281
48 H 5.030 1.917 2.190  0.263
49 H 0.622 3.507 -2.202  0.099
50 H 1.357 1.059 -3.801  0.140
51 H 2.293 2.485 -4.658  0.300
52 H 0.360 2.570 -4.324  0.192
53 O 4.090 4.748 3.688  -0.629
54 C 3.261 4.655 4.578  0.567
55 C 2.131 3.671 4.613  0.334
56 C 1.239 4.252 5.682  0.052
57 C 2.218 4.965 6.577  -0.550
58 O 3.261 5.415 5.712  -0.413
59 H 2.520 2.690 4.897  0.272
60 H 1.620 3.622 3.648  -0.263
61 H 0.642 3.503 6.208  0.473
62 H 0.551 4.978 5.231  -0.300
63 H 2.653 4.301 7.331  0.227
64 H 1.762 5.822 7.080  0.383
65 O -4.123 1.731 -2.246  -0.720
66 C -4.952 1.638 -1.356  0.642
67 C -6.082 0.654 -1.321  -0.486
68 C -6.974 1.235 -0.252  -0.088
69 C -5.994 1.948 0.643  -0.580
70 O -4.952 2.397 -0.222  -0.281
71 H -5.693 -0.328 -1.037  0.354
72 H -6.592 0.605 -2.286  0.220
73 H -7.571 0.485 0.274  0.430
74 H -7.661 1.961 -0.703  -0.059
75 H -5.560 1.283 1.397  0.292
76 H -6.451 2.805 1.146  0.356
77 O -0.109 -11.025 -5.161  -0.600
78 C 0.503 -11.277 -4.136  0.294
79 C 0.984 -10.266 -3.140  -0.109
80 C 1.975 -11.065 -2.332  -0.447
81 C 1.428 -12.465 -2.430  -0.288
82 O 0.809 -12.539 -3.714  -0.359
83 H 0.138 -9.932 -2.533  0.168
84 H 1.462 -9.419 -3.638  0.293
85 H 2.081 -10.716 -1.301  0.172
86 H 2.961 -11.018 -2.809  0.355
87 H 0.672 -12.671 -1.665  0.206
88 H 2.219 -13.218 -2.358  0.311
89 O -1.265 5.045 4.515  -0.663
90 C -1.594 6.182 4.221  0.536
91 C -2.457 7.080 5.055  -0.522
92 C -2.848 8.151 4.068  0.295
93 C -1.672 8.176 3.127  -0.488
94 O -1.187 6.835 3.093  -0.243
95 H -1.862 7.484 5.879  0.266
96 H -3.332 6.546 5.434  0.327
97 H -3.050 9.120 4.531  0.430
98 H -3.749 7.840 3.527  -0.369
99 H -0.868 8.829 3.484  0.280
100 H -1.962 8.489 2.120  0.258
101 O -6.098 6.916 2.844  -0.610
102 C -5.981 7.620 1.854  0.529
103 C -6.993 7.750 0.757  -0.381
104 C -6.188 8.399 -0.341  -0.383
105 C -5.162 9.192 0.427  -0.547
106 O -4.916 8.440 1.614  -0.317
107 H -7.809 8.394 1.097  0.272
108 H -7.372 6.772 0.451  0.205
109 H -6.787 9.013 -1.019  0.360
110 H -5.688 7.625 -0.936  0.171
111 H -5.531 10.183 0.712  0.273
112 H -4.232 9.309 -0.136  0.341
113 O -0.073 -1.137 -4.693  -0.596
114 C 0.987 -1.712 -4.881  0.559
115 C 1.146 -3.050 -5.536  -0.514
116 C 2.555 -3.426 -5.150  -0.047
117 C 3.228 -2.086 -5.014  -0.550
118 O 2.210 -1.197 -4.557  -0.242
119 H 1.037 -2.934 -6.618  0.287
120 H 0.419 -3.768 -5.148  0.286
121 H 3.046 -4.083 -5.873  0.411
122 H 2.546 -3.937 -4.180  -0.182
123 H 3.612 -1.714 -5.970  0.320
124 H 4.047 -2.112 -4.289  0.330
125 O -0.322 -11.554 0.277  -0.600
126 C 0.289 -11.807 1.301  0.496
127 C 0.771 -10.796 2.298  -0.090
128 C 1.761 -11.595 3.106  -0.547
129 C 1.215 -12.995 3.008  -0.450
130 O 0.596 -13.068 1.724  -0.356
131 H -0.075 -10.462 2.905  0.262
132 H 1.249 -9.949 1.800  0.090
133 H 1.868 -11.246 4.136  0.316
134 H 2.748 -11.547 2.629  0.275
135 H 0.458 -13.200 3.772  0.274
136 H 2.005 -13.748 3.079  0.329
137 O 7.174 1.091 0.675  -0.549
138 C 7.871 1.599 1.538  0.573
139 C 9.075 0.966 2.167  -0.416
140 C 9.285 1.827 3.387  -0.509
141 C 8.740 3.161 2.947  -0.432
142 O 7.682 2.855 2.040  -0.364
143 H 9.917 1.033 1.473  0.268
144 H 8.878 -0.073 2.439  0.277
145 H 10.327 1.875 3.715  0.321
146 H 8.685 1.438 4.219  0.268
147 H 9.488 3.763 2.421  0.271
148 H 8.348 3.739 3.789  0.313
149 O -10.131 2.655 -2.798  -0.617
150 C -9.084 3.180 -3.140  0.322
151 C -8.826 3.819 -4.471  -0.327
152 C -7.322 3.928 -4.484  -0.634
153 C -6.988 4.060 -3.021  -0.005
154 O -7.986 3.303 -2.337  -0.230
155 H -9.305 4.801 -4.495  0.250
156 H -9.189 3.190 -5.287  0.294
157 H -6.949 4.760 -5.087  0.374
158 H -6.890 3.001 -4.881  0.274
159 H -7.039 5.098 -2.675  0.083
160 H -5.998 3.657 -2.790  0.132

Cartesian forces, eV/Å:
C 0.123 -0.288 0.075
C -4.007 -4.867 4.035
O 3.443 5.746 -5.036
N -2.205 1.380 0.279
C -0.676 -0.246 7.541
C 0.812 0.056 -0.389
O -0.530 1.034 -8.844
P 1.384 -0.394 -0.123
Cl 1.395 0.057 -1.212
C 0.383 -1.688 -0.350
C -0.893 -1.084 0.030
C -1.178 0.655 0.018
C 0.736 -0.371 -0.593
C 3.043 1.615 0.151
F -2.266 2.698 2.970
F -3.093 -0.704 -2.965
C 1.778 -0.156 4.829
F -1.254 3.209 -3.356
F 2.993 -3.575 -2.692
S -4.826 -1.587 -0.396
F 1.104 1.418 -3.085
F 1.674 -3.025 -1.581
F -0.561 -1.637 2.921
F -1.396 3.360 0.311
F 2.860 1.525 1.773
C 1.787 0.756 -0.465
O -3.402 2.295 -2.311
O 4.469 -0.413 2.034
C 0.203 0.092 -2.755
C -0.943 -0.046 0.199
F -2.500 -1.862 0.820
H 0.522 -2.235 0.034
H 3.180 0.986 0.151
H -0.531 1.155 2.288
H 1.731 -0.637 1.604
H -1.990 -0.808 0.944
H 0.070 -1.894 -2.021
H -2.190 1.479 1.281
H 1.720 0.701 1.807
H 0.780 -1.088 -1.986
H 1.794 1.738 0.433
H 0.460 0.522 -2.520
H -1.998 -0.969 0.571
H -1.955 -0.462 1.698
H 1.689 -0.821 1.429
H -2.728 0.410 0.859
H -0.491 -2.314 -0.157
H -1.107 -0.923 -0.534
H 2.256 -0.583 -0.007
H 0.285 2.436 -0.177
H -1.760 -0.375 1.662
H 2.456 -0.570 0.688
O -0.797 0.380 1.428
C 1.111 -0.374 -1.211
C -0.381 0.187 0.000
C -0.626 -0.002 0.174
C -0.311 -0.028 0.663
O 0.486 0.086 -0.749
H 0.067 0.004 -0.196
H 0.456 -0.166 0.296
H 0.031 0.179 -0.035
H 0.417 -0.405 0.275
H 0.048 0.069 -0.012
H 0.311 -0.006 -0.064
O -1.730 0.629 1.081
C 0.967 -0.095 -0.733
C -0.491 0.013 -0.031
C -1.020 -0.151 0.148
C -0.406 -0.015 0.874
O 0.498 -0.140 -1.221
H 0.074 0.039 -0.191
H 0.355 -0.181 0.029
H 0.136 0.124 0.012
H 0.212 -0.308 0.239
H 0.043 0.107 -0.070
H 0.319 -0.033 -0.097
O 1.025 -0.882 1.458
C -1.313 0.323 -1.652
C 0.433 0.275 0.180
C 0.654 0.362 0.536
C 0.153 -0.552 0.700
O -0.276 0.560 -0.744
H 0.014 0.039 -0.129
H -0.416 -0.032 -0.013
H -0.039 -0.124 -0.099
H -0.115 -0.019 0.094
H 0.089 0.068 -0.104
H -0.235 -0.016 -0.194
O -0.719 1.844 -1.180
C 0.556 -1.842 0.637
C -0.464 0.204 0.012
C -0.803 0.471 0.060
C 0.018 0.705 -0.331
O 0.036 -0.795 0.369
H -0.022 -0.185 0.044
H 0.371 -0.067 0.148
H 0.062 -0.078 -0.130
H 0.279 0.111 0.199
H -0.005 -0.064 -0.046
H 0.194 -0.203 0.078
O 0.768 1.294 -1.480
C -0.462 -1.170 1.915
C -0.087 -0.170 -0.501
C -0.254 -0.002 -0.906
C 0.333 0.608 -0.446
O -0.304 -0.568 0.362
H 0.000 -0.177 0.070
H -0.138 0.170 0.381
H 0.159 -0.030 0.085
H -0.049 0.153 0.067
H 0.037 -0.078 0.001
H -0.044 -0.012 0.314
O 1.877 -0.410 0.130
C -1.679 1.010 0.006
C 0.059 -0.517 0.143
C 0.326 -0.835 -0.040
C 0.837 -0.047 -0.057
O -0.972 0.020 0.061
H -0.160 0.007 0.097
H -0.137 0.298 -0.281
H 0.005 0.123 0.140
H 0.048 0.041 -0.132
H -0.030 0.009 0.097
H -0.172 0.283 -0.075
O 1.034 -0.897 1.393
C -1.286 0.399 -1.538
C 0.450 0.249 0.130
C 0.657 0.374 0.541
C 0.265 -0.479 0.572
O -0.292 0.523 -0.702
H 0.008 0.080 -0.183
H -0.440 -0.003 0.001
H 0.009 -0.128 -0.129
H -0.134 -0.029 0.117
H 0.040 0.001 -0.078
H -0.288 -0.015 -0.158
O 0.940 1.309 1.450
C -1.063 -0.918 -1.881
C 0.157 -0.274 0.473
C 0.506 -0.266 0.732
C 0.223 0.643 0.472
O -0.377 -0.619 -0.433
H -0.129 -0.124 -0.042
H 0.060 0.107 -0.418
H -0.160 0.077 -0.008
H 0.113 0.097 -0.105
H -0.075 -0.038 0.011
H -0.100 0.006 -0.327
O 2.060 0.696 -0.083
C -2.251 -0.751 0.582
C 0.263 -0.105 -0.464
C 0.504 0.110 -0.765
C 0.831 0.314 0.102
O -0.743 -0.194 -0.204
H -0.122 -0.146 -0.017
H -0.285 0.229 0.248
H 0.027 -0.124 0.142
H -0.003 0.178 0.078
H -0.026 -0.054 0.003
H -0.232 0.046 0.154



(2)
The following is a quantum chemistry calculation of 4 unconnected molecules or ions with the total composition C16H28F4O12S at a distorted geometry, from the Open Molecules 2025 dataset.

Output
maximum force	3.9	eV Å⁻¹
HOMO energy	-10.39	eV

Each line ends with the Mulliken charge.
CARTESIAN COORDINATES (ANGSTROEM)
1 O 0.678 1.492 -4.333  -0.398
2 S 0.239 0.565 -3.246  0.500
3 O 1.017 -0.922 -3.569  -0.109
4 F 2.364 -0.824 -3.244  -0.121
5 O 0.829 1.070 -1.759  -0.208
6 C 0.129 0.245 -0.758  -0.502
7 C 1.164 -0.519 0.203  -0.241
8 C 1.600 0.328 1.474  0.200
9 F 2.602 1.335 1.434  -0.296
10 C 1.040 0.093 2.735  0.411
11 F 1.395 0.822 3.887  -0.250
12 F 0.094 -0.949 2.943  -0.143
13 H -0.667 0.836 -0.205  0.305
14 H -0.411 -0.587 -1.345  0.381
15 H 2.125 -0.682 -0.408  0.260
16 H 0.775 -1.555 0.452  0.191
17 C -2.093 0.918 5.046  -0.846
18 C -2.734 -0.443 4.884  -0.105
19 O -3.995 -0.494 5.562  -0.357
20 C -5.032 0.026 4.890  0.725
21 O -4.992 0.518 3.790  -0.554
22 O -6.124 -0.081 5.663  -0.342
23 C -7.300 0.482 5.084  -0.628
24 H -2.021 1.187 6.103  0.315
25 H -1.093 0.922 4.609  0.076
26 H -2.688 1.695 4.561  0.289
27 H -2.098 -1.202 5.343  0.289
28 H -2.846 -0.712 3.830  0.295
29 H -7.484 0.074 4.088  0.293
30 H -7.213 1.570 5.044  0.290
31 H -8.144 0.224 5.723  0.224
32 C 0.661 -7.594 0.063  -1.086
33 C -0.445 -6.643 0.475  -0.150
34 O -0.289 -6.246 1.843  -0.369
35 C 0.586 -5.254 2.060  0.793
36 O 1.234 -4.680 1.218  -0.567
37 O 0.629 -5.017 3.380  -0.342
38 C 1.565 -4.009 3.755  -0.343
39 H 0.715 -8.441 0.752  0.292
40 H 0.491 -7.970 -0.948  0.356
41 H 1.634 -7.099 0.089  0.305
42 H -1.410 -7.150 0.404  0.288
43 H -0.491 -5.771 -0.182  0.284
44 H 1.396 -3.087 3.196  -0.007
45 H 2.584 -4.369 3.604  0.309
46 H 1.425 -3.798 4.815  0.238
47 C 1.364 5.075 -4.271  -1.072
48 C 1.933 4.083 -5.268  -0.006
49 O 2.033 4.676 -6.570  -0.366
50 C 3.115 5.440 -6.776  0.747
51 O 3.992 5.661 -5.977  -0.553
52 O 3.048 5.930 -8.025  -0.341
53 C 4.124 6.804 -8.360  -0.633
54 H 0.416 5.481 -4.633  0.321
55 H 1.200 4.598 -3.303  0.285
56 H 2.040 5.921 -4.130  0.322
57 H 1.260 3.234 -5.360  0.244
58 H 2.900 3.693 -4.939  0.305
59 H 5.090 6.330 -8.177  0.294
60 H 4.039 7.735 -7.796  0.287
61 H 4.048 7.034 -9.423  0.223

Cartesian forces, eV/Å:
O -0.539 -2.037 3.242
S 0.275 2.170 -2.470
O -0.730 0.548 0.789
F 1.032 0.003 0.018
O -0.634 -1.127 -0.882
C -0.286 -1.678 0.316
C 1.294 1.352 -0.533
C -0.955 -0.606 2.587
F -2.245 -2.205 -0.402
C 0.805 0.296 -1.010
F -1.231 -2.236 -2.742
F 2.301 2.847 -0.121
H 1.257 -0.463 -0.686
H 0.591 1.139 1.068
H -1.417 0.209 0.805
H 0.387 1.491 0.166
C -0.156 0.307 -0.002
C 0.590 0.079 -0.187
O -0.444 -0.093 -0.182
C 0.127 0.037 0.197
O -0.050 -0.172 0.267
O 0.335 -0.081 -0.208
C -0.435 0.140 -0.088
H 0.104 -0.135 -0.051
H -0.066 0.002 0.078
H 0.051 -0.115 -0.076
H -0.309 -0.016 0.132
H -0.194 0.108 0.118
H 0.143 0.135 0.056
H 0.028 -0.104 -0.151
H 0.274 -0.081 0.104
C 0.284 0.032 0.123
C -0.002 -0.341 -0.584
O 0.094 0.479 0.172
C -0.071 -0.265 0.102
O -0.225 -0.027 0.216
O -0.123 -0.053 -0.417
C 0.309 0.320 0.243
H -0.142 0.015 -0.093
H -0.027 0.029 0.068
H -0.112 0.046 -0.084
H 0.052 0.113 0.317
H 0.143 0.017 0.215
H 0.078 -0.182 -0.052
H -0.082 0.105 -0.119
H -0.178 -0.229 -0.111
C 0.094 0.321 -0.042
C -0.245 -0.186 0.560
O 0.502 0.198 -0.327
C -0.331 -0.076 0.117
O -0.163 -0.041 -0.288
O 0.032 -0.199 0.246
C 0.268 0.256 -0.204
H -0.005 -0.162 0.032
H 0.009 -0.025 -0.080
H 0.033 -0.126 0.042
H 0.136 0.280 -0.342
H -0.006 0.200 -0.159
H -0.128 0.078 0.140
H 0.126 -0.128 0.052
H -0.225 -0.161 0.111